{
  "formula": "C42H77BF4N14",
  "method": "ωB97M-V with the def2-TZVPD basis set",
  "e_above_lowest_kj_mol": 7916.9,
  "lumo_energy_ev": -14.2,
  "e_homo_ev": -21.68,
  "total_charge": 6,
  "largest_force_ha_per_bohr": 0.338,
  "total_energy_ha": -2832.604838,
  "symbols": ["C", "C", "N", "C", "C", "N", "C", "C", "H", "H", "H", "H", "H", "H", "H", "H", "H", "H", "H", "C", "C", "N", "C", "C", "N", "C", "C", "H", "H", "H", "H", "H", "H", "H", "H", "H", "H", "H", "C", "C", "N", "C", "C", "N", "C", "C", "H", "H", "H", "H", "H", "H", "H", "H", "H", "H", "H", "C", "C", "N", "C", "C", "N", "C", "C", "H", "H", "H", "H", "H", "H", "H", "H", "H", "H", "H", "C", "C", "N", "C", "C", "N", "C", "C", "H", "H", "H", "H", "H", "H", "H", "H", "H", "H", "H", "C", "C", "N", "C", "C", "N", "C", "C", "H", "H", "H", "H", "H", "H", "H", "H", "H", "H", "H", "C", "C", "N", "C", "C", "N", "C", "C", "H", "H", "H", "H", "H", "H", "H", "H", "H", "H", "H", "B", "F", "F", "F", "F"],
  "coordinates": [[0.063919, -6.009247, -0.537518], [1.354494, -5.457494, -1.213854], [1.408913, -3.988455, -1.249499], [0.803995, -3.246120, -2.189353], [0.913073, -1.895060, -1.834944], [1.736124, -1.855576, -0.734587], [1.967413, -3.168972, -0.345496], [2.206173, -0.646995, -0.126722], [-0.021419, -5.569352, 0.456118], [0.157510, -7.086382, -0.675744], [-0.854173, -5.631211, -0.987292], [1.554590, -5.855798, -2.208545], [2.193070, -5.876284, -0.657518], [0.397720, -3.749780, -3.054036], [0.519098, -0.965404, -2.218239], [2.424724, -3.495715, 0.576737], [1.373727, 0.056662, -0.127938], [3.042156, -0.259525, -0.709028], [2.481505, -0.812424, 0.914879], [-3.483300, 3.394269, -1.572464], [-3.029799, 2.003673, -0.982145], [-2.884347, 2.088193, 0.442127], [-3.930680, 2.128737, 1.358887], [-3.407881, 2.157329, 2.638475], [-2.017770, 2.015517, 2.518838], [-1.733630, 1.969366, 1.158081], [-1.057037, 1.631558, 3.594483], [-4.496892, 3.613202, -1.236613], [-3.396338, 3.320600, -2.656493], [-2.753472, 4.182657, -1.388390], [-2.033044, 1.853713, -1.396987], [-3.714120, 1.188215, -1.216333], [-4.961294, 2.041942, 1.047935], [-3.888174, 2.100390, 3.604121], [-0.796346, 1.637452, 0.736508], [-1.313195, 0.628430, 3.935398], [-1.257792, 2.390415, 4.350744], [-0.039050, 1.744869, 3.221720], [-2.022160, -0.351626, -2.840488], [-1.680424, 0.140120, -4.283789], [-0.746488, 1.254179, -4.319805], [0.499438, 1.255539, -3.660340], [1.115447, 2.446846, -3.939147], [0.336141, 3.157343, -4.744628], [-0.841081, 2.448044, -4.981181], [0.523266, 4.492671, -5.266352], [-2.299473, 0.530303, -2.263083], [-1.261995, -1.033716, -2.459698], [-2.959875, -0.889704, -2.979279], [-2.507497, 0.539397, -4.870845], [-1.250162, -0.691282, -4.842132], [0.851799, 0.374378, -3.144797], [2.075537, 2.913003, -3.773861], [-1.742450, 2.850220, -5.419551], [0.843091, 4.319052, -6.293816], [1.381454, 4.993921, -4.818731], [-0.481592, 4.910796, -5.325787], [-0.623109, -3.031697, 1.025101], [-1.899859, -2.352534, 0.529487], [-1.996927, -2.636665, -0.908801], [-1.601368, -1.728919, -1.893915], [-1.836836, -2.294200, -3.205544], [-2.444057, -3.492164, -2.928793], [-2.548625, -3.701405, -1.591038], [-3.022213, -4.243951, -3.999713], [0.249442, -2.484199, 0.668729], [-0.418855, -4.011947, 0.594415], [-0.600776, -2.933081, 2.110398], [-1.878372, -1.267034, 0.626054], [-2.711624, -2.887148, 1.022779], [-1.216609, -0.772476, -1.572061], [-1.808337, -1.847161, -4.188269], [-2.991470, -4.525062, -1.050782], [-2.281946, -4.827284, -4.547288], [-3.673780, -3.720597, -4.699471], [-3.571045, -5.060617, -3.530722], [-0.351728, 2.484135, -1.381014], [0.995423, 1.851926, -1.184043], [2.051737, 2.678507, -0.534899], [1.948445, 3.575236, 0.465879], [3.233515, 3.986985, 0.876905], [4.134771, 3.361471, -0.024184], [3.426208, 2.620183, -0.804918], [5.530762, 3.498483, 0.018988], [-0.940350, 2.593865, -0.470201], [-0.928598, 1.842820, -2.047373], [-0.255114, 3.506229, -1.747194], [1.399833, 1.529084, -2.143384], [0.852299, 1.043536, -0.467025], [0.976683, 3.746833, 0.904788], [3.698038, 4.473353, 1.721927], [3.871390, 1.985699, -1.557016], [6.043071, 2.561637, -0.200014], [5.775853, 4.040687, 0.932253], [5.796872, 4.060507, -0.876227], [0.964923, -0.999558, 3.608937], [0.139707, -1.734229, 2.463755], [-1.250965, -1.303723, 2.447156], [-1.818709, -0.536241, 1.465853], [-3.192951, -0.378720, 1.640653], [-3.486927, -1.195027, 2.763294], [-2.310111, -1.755291, 3.187556], [-4.806089, -1.252482, 3.394646], [0.315377, -1.053838, 4.482573], [1.229875, 0.013941, 3.307739], [1.971156, -1.349198, 3.839881], [0.145353, -2.821803, 2.536317], [0.532635, -1.606562, 1.455098], [-1.130432, -0.161519, 0.722709], [-3.977665, 0.156033, 1.126191], [-2.286332, -2.432846, 4.028232], [-5.457029, -0.390780, 3.246840], [-4.646842, -1.392913, 4.463763], [-5.417000, -1.991829, 2.876704], [3.274240, 0.071015, 5.994277], [4.270938, 0.896395, 5.256094], [3.969156, 0.830391, 3.801182], [4.593635, 0.069828, 2.861139], [3.833369, 0.073021, 1.708626], [2.873681, 1.052500, 1.834497], [2.885346, 1.469743, 3.131581], [1.869073, 1.444639, 0.871909], [2.297971, 0.518521, 5.807862], [3.418742, 0.166346, 7.070444], [3.285940, -0.997739, 5.780430], [5.255027, 0.440012, 5.362827], [4.221536, 1.942439, 5.558499], [5.449808, -0.544965, 3.096490], [4.035983, -0.441989, 0.781208], [2.169542, 2.084970, 3.656485], [2.314764, 1.510218, -0.120643], [1.588543, 2.491524, 0.987791], [1.105274, 0.670868, 0.794496], [-0.431068, 0.141026, -0.431145], [0.147653, 0.878656, 0.634610], [0.459641, 0.142172, -1.499354], [-0.565330, -1.153408, -0.020652], [-1.585615, 0.570486, -0.928371]],
  "forces_ev_per_a": [[0.70, 1.11, -1.08], [-0.17, -1.16, 0.63], [1.24, 0.57, 1.23], [-0.14, 1.73, -0.24], [2.02, -4.68, -2.19], [0.03, -3.26, -0.35], [0.07, 0.80, -0.94], [-0.97, -2.20, -0.42], [0.51, -1.34, 0.35], [-0.44, 0.00, 0.76], [0.07, -0.31, -0.66], [-0.48, 0.33, -0.24], [0.18, 0.55, 0.26], [-0.25, 0.27, 0.07], [1.06, -3.85, -1.69], [0.32, 0.10, -0.15], [4.22, -4.15, -0.91], [-0.08, 0.07, -0.04], [-0.66, -0.85, -0.90], [-0.01, -1.39, 0.14], [-1.86, 4.56, -1.93], [0.21, -0.04, 3.40], [0.62, 1.25, 0.81], [1.00, -0.41, -0.98], [-0.67, 0.47, -2.86], [-3.39, 1.55, 2.70], [-1.41, 1.34, -0.38], [0.17, 0.56, -0.35], [-0.71, -0.25, -0.16], [-0.20, 0.06, 0.81], [-4.12, 2.25, 0.09], [-0.16, 0.20, -0.06], [-0.05, 0.51, -0.01], [-0.11, 0.30, -0.08], [-3.75, 3.71, 1.96], [0.32, 0.30, 0.07], [0.43, -0.33, 0.44], [-0.21, -0.18, 0.04], [-7.21, 11.26, -10.86], [-0.71, 1.21, -0.68], [2.59, 1.81, 0.06], [-0.57, -0.25, -3.00], [0.69, -0.55, -0.80], [-4.19, -1.53, -0.50], [1.77, -0.27, 1.62], [0.34, -0.37, -1.74], [-0.49, -1.11, -2.58], [5.58, 10.54, -10.79], [-0.48, 2.08, -0.04], [-0.45, -0.45, 0.09], [0.33, 0.67, -0.53], [-0.04, 0.67, -1.71], [0.22, -0.58, 0.59], [0.13, -0.08, -0.37], [-0.03, 0.34, -0.26], [-0.70, 0.32, 0.51], [0.57, 0.89, 0.39], [-2.50, -4.06, -4.49], [-1.64, -8.96, -2.60], [-1.39, -1.94, -2.13], [-3.54, -14.12, 7.88], [-0.12, -6.14, 4.02], [1.37, 1.22, 0.20], [0.28, 1.23, 0.83], [-0.70, -2.99, -0.28], [-1.40, -2.73, -0.41], [-1.19, -0.08, 0.38], [-4.73, -4.59, -4.55], [-3.00, -5.76, -3.67], [-0.54, 0.43, -0.10], [0.43, -4.40, 4.31], [-0.08, -1.39, 0.35], [-0.39, -0.12, -0.55], [0.40, 0.52, -0.17], [0.16, 0.42, 0.42], [-0.55, 0.17, -0.12], [1.36, 2.47, -0.47], [2.53, 5.41, 0.01], [3.92, 11.22, -10.79], [2.83, 6.14, -0.91], [-0.62, -0.78, -1.48], [-3.74, 0.16, 2.08], [-1.37, 0.44, -3.06], [1.90, 0.58, -1.15], [1.03, 0.62, -0.69], [1.49, 1.47, -0.71], [-0.07, -0.09, -0.42], [0.91, 1.16, 1.75], [4.29, 6.89, -4.12], [0.04, 1.20, -0.19], [-0.68, 0.51, -0.02], [-0.18, -0.07, -0.16], [-0.03, -0.21, 0.88], [0.54, -0.35, -0.24], [0.28, 0.69, 0.29], [-0.90, 0.07, -1.12], [5.19, 5.50, 5.93], [-1.92, 1.72, 2.40], [-3.26, 6.52, 6.66], [0.41, -1.01, 2.78], [2.77, 0.97, -1.19], [-1.99, 0.63, 0.35], [-0.65, -0.65, 0.20], [0.49, 0.38, 0.33], [-0.86, 0.14, 0.26], [-0.33, -1.06, -0.12], [4.63, 1.88, 4.14], [0.64, 1.49, 2.46], [-4.45, 0.68, 5.69], [0.47, -0.93, 0.05], [0.26, 0.05, 0.13], [0.86, 0.72, -0.06], [-0.43, -0.39, -0.16], [0.29, -0.71, 0.54], [-0.88, 0.14, 0.85], [0.44, -0.37, -0.42], [-2.08, 1.56, -2.58], [-0.93, -0.74, 0.38], [2.65, 1.14, 0.63], [0.18, 0.62, 3.11], [2.86, -1.65, 0.66], [8.57, -4.55, 9.27], [-0.37, -0.34, 0.04], [0.20, 0.04, 0.01], [0.07, 0.10, -0.24], [0.20, 0.58, 0.04], [0.38, -0.12, 0.02], [0.05, 0.08, 0.02], [0.99, 0.68, 0.87], [0.16, 0.24, -0.30], [0.92, -4.22, 4.80], [-1.45, -5.38, 4.64], [10.62, 0.13, 5.55], [0.07, -2.48, -3.15], [-16.70, -4.84, 0.37], [-6.03, -2.74, -1.39], [9.99, 2.79, -4.84], [2.90, -3.62, 5.91]]
}



{
  "formula": "C5H7NO",
  "method": "ωB97M-V with the def2-TZVPD basis set",
  "e_above_lowest_kj_mol": 312.1,
  "lumo_energy_ev": 1.0,
  "e_homo_ev": -8.12,
  "total_charge": 0,
  "largest_force_ha_per_bohr": 0.050,
  "total_energy_ha": -324.605588,
  "symbols": ["C", "C", "C", "C", "N", "C", "O", "H", "H", "H", "H", "H", "H", "H"],
  "coordinates": [[2.425796, -0.145404, -0.008838], [0.945490, 0.051837, -0.061914], [-0.114061, -0.804736, -0.378052], [-1.277768, -0.037747, 0.045755], [-2.564979, -0.570842, -0.073274], [-0.872940, 1.206528, 0.365764], [0.511892, 1.234700, 0.373925], [2.953846, 0.524732, -0.693245], [2.685015, -1.180674, -0.237773], [2.783239, 0.075840, 1.006217], [-0.475625, -0.559000, -1.397511], [-2.520221, -1.581028, -0.181167], [-3.103557, -0.362720, 0.756231], [-1.376127, 2.148518, 0.483879]],
  "forces_ev_per_a": [[-0.06, -0.02, -0.13], [0.04, 0.30, -0.11], [-0.22, 0.75, -0.15], [-0.21, 0.55, 0.50], [-0.02, 0.06, 0.18], [-0.36, 0.04, 0.42], [0.20, -0.10, 0.44], [-0.07, -0.03, 0.05], [-0.13, 0.19, -0.04], [-0.13, -0.03, -0.21], [1.05, -2.05, -1.12], [0.07, 0.26, 0.02], [-0.23, 0.06, -0.18], [0.07, 0.01, 0.35]]
}



{
  "formula": "C3H4ClNOS",
  "method": "ωB97M-V with the def2-TZVPD basis set",
  "e_above_lowest_kj_mol": 244.2,
  "lumo_energy_ev": -0.3,
  "e_homo_ev": -10.25,
  "total_charge": 0,
  "largest_force_ha_per_bohr": 0.093,
  "total_energy_ha": -1104.991052,
  "symbols": ["C", "C", "C", "N", "O", "S", "Cl", "H", "H", "H", "H"],
  "coordinates": [[-0.120673, -1.432162, 0.668258], [-1.375385, 0.406407, -0.772793], [0.069052, -0.082635, 0.445665], [-0.252415, -2.532486, 1.027823], [2.585291, -0.667069, -0.057423], [1.597655, 0.337643, -0.438460], [2.120397, 2.124585, 0.424008], [-0.776488, 1.197798, -1.311048], [-1.520828, -0.597602, -1.178489], [-2.204168, 0.692524, -0.077108], [-0.122443, 0.552994, 1.269572]],
  "forces_ev_per_a": [[0.12, -3.68, 1.84], [3.17, -0.44, 2.85], [-2.69, 2.81, -2.83], [0.03, 1.59, -0.94], [-0.26, 0.28, 0.04], [0.59, -1.13, -1.02], [-0.29, 0.34, 0.51], [-1.55, -0.94, 0.11], [-0.09, 0.70, -0.64], [0.91, 0.08, -0.91], [0.06, 0.40, 0.99]]
}



{
  "formula": "C8H18I2NOP2SeYb",
  "method": "ωB97M-V with the def2-TZVPD basis set",
  "spin_multiplicity": 2,
  "lumo_energy_ev": [-9.2, -9.2],
  "e_homo_ev": [-14.67, -14.70],
  "total_charge": 2,
  "largest_force_ha_per_bohr": 0.074,
  "total_energy_ha": -5283.203526,
  "s2": 0.753,
  "symbols": ["I", "I", "Yb", "P", "C", "C", "H", "H", "H", "H", "H", "H", "C", "H", "H", "H", "P", "C", "C", "H", "H", "H", "C", "H", "H", "H", "H", "H", "H", "C", "O", "Se", "C", "N"],
  "coordinates": [[0.002123, -1.102276, -4.421190], [-0.003900, 2.085048, -2.930177], [0.008843, 1.930744, -0.107960], [-2.070605, -0.048455, -0.115206], [-3.095301, -0.170119, -1.574018], [-2.519576, -1.443922, 0.913057], [-3.585454, -1.309465, 1.126669], [-3.716588, 1.330973, 0.825595], [-1.920182, -1.467545, 1.834509], [-2.190883, 1.616166, 1.686950], [-2.879278, -1.121038, -2.081881], [-2.338627, -2.341557, 0.303200], [-2.646504, 1.473666, 0.697068], [-4.134572, -0.135170, -1.202374], [-2.493811, 2.379331, 0.082107], [-2.877644, 0.664383, -2.259430], [2.055999, -0.061045, -0.117151], [3.103870, -0.183959, -1.567784], [2.660692, 1.467516, 0.715071], [1.903225, -1.479850, 1.842668], [3.581796, -1.328208, 1.134251], [2.321965, -2.356279, 0.299302], [2.510410, -1.462086, 0.923576], [2.194241, 1.602099, 1.707451], [3.732421, 1.304900, 0.838109], [4.144701, -0.157584, -1.182162], [2.893034, 0.655466, -2.251374], [2.507461, 2.376194, 0.090446], [2.878473, -1.139636, -2.071994], [-0.015990, -0.568293, -0.596939], [-0.005496, -1.661614, -1.105191], [-0.007109, -1.070833, 3.768907], [-0.000973, 0.394785, 2.769180], [0.003240, 1.327659, 2.026705]],
  "forces_ev_per_a": [[0.00, 0.04, -0.02], [0.00, -0.24, -0.14], [0.03, 1.60, 0.08], [-0.63, -0.72, 0.13], [0.64, 0.01, -0.68], [0.68, 0.02, -0.08], [0.10, -0.16, 0.03], [-0.22, 0.02, -0.18], [-0.22, -0.07, -0.13], [-0.24, -0.11, -0.29], [-0.21, 0.25, 0.05], [-0.18, 0.13, 0.31], [0.91, 0.48, 0.34], [0.35, -0.06, -0.19], [-0.35, -0.21, 0.01], [-0.24, -0.30, 0.18], [0.94, -0.51, 0.47], [-0.65, -0.09, -0.60], [-1.06, 0.33, 0.17], [0.29, -0.10, -0.19], [-0.28, -0.18, 0.00], [0.23, 0.25, 0.48], [-0.73, 0.05, -0.32], [0.36, -0.09, -0.46], [0.07, 0.06, -0.19], [-0.54, -0.06, -0.25], [0.26, -0.36, 0.18], [0.41, -0.38, 0.20], [0.27, 0.39, 0.06], [0.13, -2.85, -1.42], [-0.10, 3.40, 1.75], [0.00, 0.79, -0.37], [0.00, -0.37, 0.09], [-0.03, -0.94, 0.99]]
}



no.,M (g mol⁻¹)
1,864.980
2,97.117
3,137.591
4,711.994